1.
141
Properties=species:S:1:pos:R:3 method="wB97M-V/def2-TZVPD" spin_multiplicity=1 energy_ha=-3317.0664 total_charge=-1
O -0.36 3.13 0.94
C 0.16 2.04 0.90
O -0.34 0.96 0.34
B 0.66 -0.13 0.46
O 1.73 0.42 1.30
C 1.49 1.69 1.59
O 2.11 2.40 2.31
O 1.15 -0.57 -0.86
C 0.80 -1.83 -1.04
O 0.88 -2.44 -2.07
C 0.17 -2.36 0.26
O 0.11 -1.35 1.10
O -0.28 -3.46 0.40
C 7.75 3.25 4.67
C 7.14 3.67 3.34
C 6.46 2.53 2.63
O 5.27 2.15 3.32
C 4.85 0.86 2.96
N 6.20 4.81 3.51
H 7.14 2.47 5.15
H 7.76 4.03 5.44
H 8.77 2.90 4.51
H 7.96 3.91 2.65
H 7.07 1.62 2.57
H 6.21 2.86 1.61
H 3.82 0.72 3.28
H 5.47 0.05 3.35
H 4.84 0.75 1.86
H 5.50 4.76 2.77
H 5.67 4.53 4.34
C -2.27 -5.26 -1.31
C -2.03 -6.05 -2.58
C -2.44 -5.27 -3.83
O -3.83 -5.04 -3.86
C -4.58 -6.15 -4.33
N -0.60 -6.41 -2.78
H -1.79 -5.76 -0.47
H -3.34 -5.23 -1.07
H -1.87 -4.25 -1.35
H -2.57 -6.99 -2.52
H -2.10 -5.78 -4.73
H -1.99 -4.28 -3.73
H -5.61 -5.88 -4.12
H -4.32 -7.09 -3.83
H -4.44 -6.29 -5.41
H -0.11 -5.54 -2.99
H -0.20 -6.69 -1.89
C -1.37 4.68 -2.23
C -2.74 5.19 -1.76
C -3.67 4.08 -1.41
O -4.92 4.63 -1.01
C -5.88 3.66 -0.75
N -2.51 6.17 -0.68
H -0.85 5.57 -2.60
H -1.43 4.01 -3.10
H -0.76 4.30 -1.42
H -3.12 5.76 -2.62
H -3.35 3.41 -0.60
H -3.81 3.42 -2.28
H -6.23 3.09 -1.63
H -6.83 4.18 -0.52
H -5.74 3.01 0.11
H -2.25 5.67 0.18
H -3.45 6.49 -0.43
C 2.28 -3.88 -4.91
C 3.24 -3.65 -6.08
C 3.07 -2.25 -6.58
O 3.91 -2.08 -7.73
C 3.36 -1.28 -8.74
N 4.62 -3.83 -5.55
H 2.37 -4.90 -4.53
H 1.24 -3.77 -5.24
H 2.47 -3.15 -4.13
H 2.99 -4.36 -6.88
H 3.37 -1.52 -5.82
H 2.04 -2.08 -6.89
H 4.03 -1.25 -9.59
H 3.23 -0.24 -8.41
H 2.40 -1.71 -9.07
H 4.83 -4.82 -5.53
H 5.22 -3.46 -6.29
C 2.71 4.62 4.37
C 2.38 5.75 5.31
O 3.54 6.58 5.53
O 3.71 3.84 5.02
H 3.17 4.98 3.44
H 1.78 4.10 4.13
H 2.08 5.36 6.29
H 1.60 6.35 4.86
H 4.25 5.94 5.63
H 3.91 2.98 4.64
C -1.04 0.32 5.07
C 0.39 0.00 4.72
O 0.59 -1.19 4.02
O -1.84 0.39 3.90
H -0.98 1.35 5.47
H -1.49 -0.35 5.81
H 1.04 0.12 5.59
H 0.70 0.83 4.07
H -0.08 -1.23 3.32
H -2.68 -0.05 4.02
C -3.57 3.48 2.21
C -4.61 3.37 3.29
O -4.40 2.25 4.13
O -2.29 3.69 2.79
H -3.91 4.38 1.66
H -3.45 2.67 1.48
H -5.60 3.38 2.84
H -4.53 4.31 3.85
H -3.45 2.23 4.29
H -1.68 3.53 2.06
C -3.82 -1.93 0.34
C -3.79 -0.43 0.55
O -5.04 0.11 0.13
O -3.73 -2.19 -1.10
H -4.68 -2.45 0.74
H -2.87 -2.33 0.73
H -2.98 -0.04 -0.07
H -3.67 -0.22 1.61
H -5.05 0.27 -0.82
H -2.90 -2.66 -1.22
C -0.91 -4.91 3.14
C 0.39 -5.64 2.89
O 1.25 -5.61 4.03
O -1.54 -5.28 4.36
H -1.64 -5.21 2.39
H -0.81 -3.82 3.10
H 0.86 -5.23 2.00
H 0.18 -6.70 2.77
H 1.46 -4.69 4.26
H -0.92 -5.15 5.08
C -1.12 -0.18 -3.72
C -2.16 0.85 -3.32
O -2.33 1.89 -4.28
O 0.11 0.49 -3.82
H -1.43 -0.79 -4.58
H -1.12 -0.87 -2.86
H -1.91 1.15 -2.30
H -3.13 0.36 -3.20
H -1.62 1.79 -4.92
H 0.84 -0.14 -3.74

***

2.
38
Properties=species:S:1:pos:R:3 method="wB97M-V/def2-TZVPD" spin_multiplicity=1 energy_ha=-1837.8459 total_charge=+1
O 0.05 -1.24 0.72
P -0.98 -1.26 -0.52
Cl 0.27 -1.65 -2.06
N -1.57 -2.88 -0.33
C -2.83 -3.15 0.01
N -3.33 -4.38 0.21
C -4.59 -4.20 0.52
N -4.92 -2.92 0.53
N -3.80 -2.23 0.20
H 0.13 -0.35 1.10
H -0.98 -3.70 -0.45
H -5.30 -4.98 0.75
H -5.80 -2.46 0.72
H -3.77 -1.22 0.13
F -0.23 1.46 2.43
C 0.35 1.12 3.62
C 0.98 2.09 4.37
C 1.58 1.69 5.56
C 1.55 0.36 5.96
C 0.92 -0.59 5.18
C 0.30 -0.20 4.00
H 1.00 3.12 4.03
H 2.08 2.43 6.17
H 2.03 0.07 6.89
H 0.90 -1.63 5.48
H -0.21 -0.91 3.36
F 4.16 4.00 -4.25
C 3.17 3.15 -4.57
C 2.75 2.23 -3.62
C 1.73 1.36 -3.96
C 1.14 1.40 -5.21
C 1.58 2.34 -6.14
C 2.60 3.22 -5.83
H 3.23 2.21 -2.65
H 1.39 0.63 -3.23
H 0.35 0.72 -5.47
H 1.13 2.38 -7.13
H 2.96 3.96 -6.53